Entry from the OMol25 dataset: the molecule C3H5NO3 at a distorted geometry (the ωB97M-V functional and the def2-TZVPD basis).

XYZ file:
```
12
Properties=species:S:1:pos:R:3:mulliken_charge:R:1
O 0.43363 1.08003 -2.71363 -0.5533
C -0.15500 0.72764 -1.71367 0.1139
N 0.25251 -0.43934 -1.08706 -0.1366
C -0.27392 -0.86106 0.17218 -0.6124
C 0.31738 -0.12171 1.42196 0.5994
O 0.93023 -0.64902 2.29898 -0.5160
O -0.21404 1.13042 1.42589 -0.4204
H -1.03312 1.25884 -1.34262 0.3186
H 1.01335 -0.96680 -1.46309 0.2509
H -1.32197 -0.93039 0.45451 0.2919
H 0.04844 -1.89810 0.36103 0.3345
H 0.00250 1.66949 2.18553 0.3294
```

The value obtained for the total energy is -397.79668 Eh. The SMILES is O=CNCC(=O)O. For the HOMO-LUMO gap, the calculation gives 10.321 eV. Its relative energy (zero: lowest compared OMol25 entry of this formula, charge and spin) is 105.1 kJ/mol.